Record 1
9
Properties=species:S:1:pos:R:3:forces:R:3 method="wB97M-V/def2-TZVPD" spin_multiplicity=3 s2=2.012 largest_force_ha_per_bohr=0.1335 e_above_lowest_kj_mol=201.4 orbital_gap_ev="6.3 / 6.9"
O 1.182898 2.904556 0.134795 -1.313 -0.215 -0.293
Br -2.154847 -0.902580 0.696521 -1.578 -1.121 0.363
C 0.582603 -1.318831 -0.317273 1.412 -6.344 -2.202
C 0.538843 1.971758 -0.160774 1.860 -0.597 -0.026
H 0.805329 -1.310923 0.686410 0.676 0.202 1.985
N 0.152834 -0.277683 -0.926813 -0.325 5.988 -0.425
H 0.639208 -2.313443 -0.920475 -0.407 2.036 1.364
H -1.706611 0.338919 1.113334 0.218 0.827 0.290
N -0.040254 0.908226 -0.305728 -0.543 -0.776 -1.056

Record 2
10
Properties=species:S:1:pos:R:3:forces:R:3 method="wB97M-V/def2-TZVPD" largest_force_ha_per_bohr=0.0995 e_above_lowest_kj_mol=247.0 orbital_gap_ev=8.8
N 0.054219 1.796690 -0.093495 0.654 0.396 -0.311
N -1.230970 1.432433 0.052649 -1.148 -0.840 0.261
H 0.465007 -2.359297 -0.140342 0.080 0.158 -0.001
N 1.052579 0.808574 -0.021010 0.694 -0.659 0.188
N 1.129079 -1.614457 -0.010208 0.750 -1.011 -0.007
C 0.686264 -0.374913 -0.025672 -4.531 2.378 0.086
H 0.313876 2.627770 0.423272 -0.148 -0.267 -0.048
H 2.092549 -1.811989 -0.241245 -0.070 0.041 0.010
C -1.492627 0.209093 0.050657 4.073 -0.188 -0.217
Br -3.069978 -0.713908 0.005392 -0.354 -0.008 0.039

Record 3
9
Properties=species:S:1:pos:R:3:forces:R:3 method="wB97M-V/def2-TZVPD" largest_force_ha_per_bohr=0.1429 e_above_lowest_kj_mol=313.8 orbital_gap_ev=7.6 charge=-1
C -1.247119 -0.524799 0.454200 0.094 -0.065 1.088
P 1.016935 0.580471 -0.361108 -1.163 3.533 6.338
O 0.861124 1.648740 1.319588 0.247 -3.740 -5.673
H -2.168512 -0.922148 0.646009 -2.788 -1.180 -0.734
H -1.069258 -0.354607 -1.573175 -0.517 -0.249 -2.078
H -0.849958 -0.350913 1.397040 1.581 0.702 1.448
O 1.617068 1.162824 -1.552250 0.142 0.527 -1.401
Br 2.473829 -0.998887 0.315136 -0.069 -0.552 0.095
C -0.634106 -0.240684 -0.645441 2.472 1.024 0.917

Record 4
8
Properties=species:S:1:pos:R:3:forces:R:3 method="wB97M-V/def2-TZVPD" largest_force_ha_per_bohr=0.1152 e_above_lowest_kj_mol=379.4 orbital_gap_ev="6.9 / 6.8"
O -0.419523 1.402134 0.687857 0.385 1.212 -1.051
C 0.418403 -0.619724 -0.557270 -3.331 -4.292 -2.359
H -0.289087 1.940316 -0.142969 0.069 -1.388 1.068
H -1.112281 -0.454517 1.007528 2.017 0.048 -0.569
Br 1.079948 0.429549 -1.937911 0.171 -0.233 0.571
S -0.343662 -2.538407 -1.143780 2.313 4.891 1.758
H 0.792880 -0.193847 1.436525 -2.168 0.350 -1.427
C -0.126678 0.034496 0.650019 0.544 -0.588 2.009

Record 5
8
Properties=species:S:1:pos:R:3:forces:R:3 method="wB97M-V/def2-TZVPD" spin_multiplicity=3 s2=2.007 largest_force_ha_per_bohr=0.1264 e_above_lowest_kj_mol=71.5 orbital_gap_ev="6.9 / 6.7"
H -1.801618 1.564909 -0.445948 0.108 -0.421 0.147
Br 2.332970 0.993332 -0.170638 -1.697 5.485 -0.088
O -0.726620 -1.392671 0.162254 -0.372 0.852 0.348
S 2.968255 -1.036193 -0.101498 1.013 -6.192 -1.693
C -1.829023 0.825795 0.350070 0.761 -0.679 -0.681
C -1.231635 -0.347537 0.286251 0.205 -0.210 -0.921
H -2.261955 1.039050 1.279395 -0.647 0.462 1.095
H 2.549626 -1.646683 -1.359886 0.627 0.703 1.792

Record 6
7
Properties=species:S:1:pos:R:3:forces:R:3 method="wB97M-V/def2-TZVPD" largest_force_ha_per_bohr=0.0884 e_above_lowest_kj_mol=54.4 orbital_gap_ev=9.9
Br -0.521202 -0.240269 2.233606 -0.069 0.229 -0.939
S 0.226843 -1.480370 -0.620306 -0.353 0.845 0.047
H 1.481325 0.539842 -0.024692 3.055 0.541 2.604
C 0.636856 0.293934 -0.491781 -3.952 -2.227 0.289
C -0.625582 -0.134610 0.252526 -0.816 -0.079 -0.115
H 0.551669 0.901224 -1.312017 -0.777 1.083 -2.294
H -1.749908 0.120249 -0.037335 2.913 -0.392 0.407

Record 7
7
Properties=species:S:1:pos:R:3:forces:R:3 method="wB97M-V/def2-TZVPD" largest_force_ha_per_bohr=0.1076 e_above_lowest_kj_mol=233.3 orbital_gap_ev=9.5
S 0.185441 1.654354 0.040931 0.003 0.738 -0.969
Br -2.235696 -0.427644 0.071843 0.632 0.240 0.263
H 0.331149 -0.586263 -1.584011 -0.354 1.820 1.712
H 1.615348 -0.233682 -0.403809 0.074 -0.310 0.721
H -0.070030 -0.485083 1.953550 -0.886 1.817 -4.236
C 0.570140 -0.039724 -0.578693 0.656 -1.002 -1.926
C -0.396352 0.118040 0.500190 -0.125 -3.302 4.436

Record 8
7
Properties=species:S:1:pos:R:3:forces:R:3 method="wB97M-V/def2-TZVPD" largest_force_ha_per_bohr=0.0599 e_above_lowest_kj_mol=724.1 orbital_gap_ev="6.6 / 6.6"
Si 0.175942 -0.349789 -0.420410 -0.007 -0.635 -0.288
Br 3.296502 0.138893 -0.186976 2.011 0.812 -1.148
H -0.019488 -0.340159 -1.895437 0.106 -0.161 -0.003
C 0.077904 1.137519 0.474565 1.132 -1.297 0.789
H 0.313166 -1.823435 -0.050519 -0.440 0.830 0.188
C 1.917741 -0.237540 0.853355 -2.999 0.369 0.599
H 0.212455 2.055652 -0.093722 0.197 0.082 -0.138

Record 9
8
Properties=species:S:1:pos:R:3:forces:R:3 method="wB97M-V/def2-TZVPD" spin_multiplicity=2 s2=1.079 largest_force_ha_per_bohr=0.1106 orbital_gap_ev="5.0 / 6.0" charge=+1
H 1.106520 1.395810 0.154958 -0.438 -0.446 0.094
C 0.122337 0.933758 0.368794 -0.703 -1.789 -1.083
C -0.186778 -0.527834 -1.502896 2.153 -3.916 3.521
H -1.274185 -0.641530 -1.711855 -0.164 0.567 -0.562
Ca -1.144773 -1.339306 1.139845 2.037 1.362 -0.920
H -0.655595 1.683525 0.143765 0.297 0.154 0.437
Cu 1.668296 0.155984 2.591504 -0.904 -0.006 -0.626
O 0.364178 -1.660410 -1.184114 -2.277 4.074 -0.862

Record 10
8
Properties=species:S:1:pos:R:3:forces:R:3 method="wB97M-V/def2-TZVPD" largest_force_ha_per_bohr=0.0406 e_above_lowest_kj_mol=23.1 orbital_gap_ev=12.1
F -0.363103 0.778819 1.509063 -0.015 -0.082 -0.134
C -0.138540 0.661047 0.175668 0.796 -1.155 -0.942
Cl 1.224188 1.726994 -0.211547 -0.017 0.136 -0.077
C 0.185477 -0.841658 -0.167602 0.448 2.037 -0.080
H -0.156525 -1.211919 -1.126241 -0.013 0.539 -0.258
Cl -1.583290 1.150751 -0.686900 -0.402 0.316 -0.059
H 1.259305 -1.007666 -0.061813 -0.309 -0.196 0.318
H -0.427512 -1.256368 0.569373 -0.488 -1.595 1.232

Record 11
10
Properties=species:S:1:pos:R:3:forces:R:3 method="wB97M-V/def2-TZVPD" largest_force_ha_per_bohr=0.1032 e_above_lowest_kj_mol=221.7 orbital_gap_ev=9.5
Cl 2.606341 -1.170404 -0.016156 -0.487 0.362 0.131
C 0.888859 -0.807575 -0.025316 -0.111 1.677 0.629
H -1.738332 -0.717028 -1.616904 -0.114 -0.008 -3.649
H -1.358788 1.581088 0.173104 0.294 -0.583 -0.280
C 0.389255 0.637305 0.353477 3.156 -2.396 0.429
N -0.842309 0.753718 -0.152768 -4.404 -0.142 0.164
P -1.777534 -0.778484 -0.329953 3.844 -0.364 3.637
Cl 0.777192 0.870368 2.158248 -0.521 0.036 -0.452
H 0.986273 1.288239 -0.180689 1.927 1.826 -0.216
N 0.069044 -1.657226 -0.363042 -3.584 -0.408 -0.392

Record 12
9
Properties=species:S:1:pos:R:3:forces:R:3 method="wB97M-V/def2-TZVPD" largest_force_ha_per_bohr=0.0821 e_above_lowest_kj_mol=159.1 orbital_gap_ev=8.6
Cl 1.948566 0.753280 -0.208266 0.580 0.515 0.730
O -1.524404 -0.125677 -1.252895 -0.162 -0.057 0.085
C -0.328603 -0.062871 -1.198034 -2.833 0.237 3.119
N -0.365042 0.567309 1.173310 1.860 -0.405 -0.336
Cl 0.806080 -2.157414 0.208028 -0.295 1.301 -0.189
H 0.143950 0.561324 2.090458 -1.164 0.064 -1.259
H 0.288705 -0.044753 -1.987315 2.403 -0.368 -3.297
H -1.348396 0.284612 1.077169 0.605 0.064 0.345
C 0.379141 0.224192 0.097543 -0.993 -1.349 0.801

Record 13
9
Properties=species:S:1:pos:R:3:forces:R:3 method="wB97M-V/def2-TZVPD" largest_force_ha_per_bohr=0.0567 e_above_lowest_kj_mol=88.3 orbital_gap_ev=10.9
C 0.229582 -0.400696 0.359748 1.107 2.578 -0.792
H 1.140116 -0.386361 1.095148 -2.173 -0.375 -0.967
Cl -0.964598 1.624607 1.941433 -0.007 0.131 0.189
Cl -1.140527 -1.456221 0.826450 0.319 -0.110 0.251
C -0.429997 1.172827 0.348962 0.731 -0.592 -1.660
H 0.914909 -1.610085 -1.307078 -0.258 2.052 1.448
H 0.063168 -0.257543 -1.682962 0.399 0.093 0.651
N 0.738971 -0.595406 -0.978892 -0.516 -1.727 -1.075
O -0.551626 1.908877 -0.602810 0.398 -2.050 1.957

Record 14
9
Properties=species:S:1:pos:R:3:forces:R:3 method="wB97M-V/def2-TZVPD" largest_force_ha_per_bohr=0.0919 e_above_lowest_kj_mol=272.5 orbital_gap_ev=8.3
C -1.611086 0.506794 0.135369 1.485 -4.444 0.623
Cl 2.386603 -1.155241 0.157776 -0.273 0.802 -0.504
H -0.984138 1.279193 -0.184932 -0.035 1.579 -0.467
H 0.027571 -1.531388 0.507637 -0.798 0.479 0.269
C 0.990321 -0.091213 -0.385309 1.264 -0.832 2.410
N -0.140017 -0.766310 -0.144454 -3.276 0.933 0.416
H 1.114638 0.217024 -1.347237 0.807 0.723 -2.628
Cl 1.127309 1.585237 0.481977 0.512 0.109 0.284
S -2.911204 -0.044100 0.779177 0.315 0.651 -0.403

Record 15
9
Properties=species:S:1:pos:R:3:forces:R:3 method="wB97M-V/def2-TZVPD" largest_force_ha_per_bohr=0.0964 e_above_lowest_kj_mol=178.2 orbital_gap_ev=9.0
H -1.198676 -0.817775 0.693363 0.402 -1.036 0.176
C -1.102849 0.177915 0.329333 -3.558 0.250 -0.041
C 1.163926 -0.502241 -0.521414 -2.214 1.949 0.904
H -1.273206 0.757010 1.258281 -0.616 0.187 -0.940
N 0.173447 0.476470 -0.113301 4.584 -1.120 -1.521
Cl 0.970420 1.940595 0.362432 -1.343 -0.305 0.006
Cl 0.522477 -2.065482 -0.747646 -0.540 -0.536 -0.138
S 2.691148 -0.161909 -0.735572 1.550 -0.123 -0.409
H -1.946686 0.195417 -0.525476 1.735 0.734 1.963

Record 16
10
Properties=species:S:1:pos:R:3:forces:R:3 method="wB97M-V/def2-TZVPD" largest_force_ha_per_bohr=0.0933 e_above_lowest_kj_mol=216.5 orbital_gap_ev=8.4 charge=-1
C 1.016733 -1.231491 1.005818 -1.240 -1.447 0.151
H 1.041572 -1.844215 0.084802 0.259 0.164 0.225
Cl -0.101820 1.534290 1.520056 0.124 0.149 0.098
Si 1.373879 0.518947 0.388708 -0.543 -0.298 -0.088
O -2.300987 1.249181 -0.951888 -4.049 0.805 2.446
C -1.298780 1.378379 -1.511112 0.183 0.786 -1.177
O -0.615868 2.156243 -2.078333 1.914 0.303 -0.775
Cl -0.843384 -0.595299 -1.560164 2.067 -1.550 -0.489
H 1.747441 -1.688537 1.690102 0.081 0.357 -0.051
H -0.018784 -1.477496 1.412010 1.204 0.731 -0.339

Record 17
9
Properties=species:S:1:pos:R:3:forces:R:3 method="wB97M-V/def2-TZVPD" largest_force_ha_per_bohr=0.0435 e_above_lowest_kj_mol=210.7 orbital_gap_ev="8.5 / 8.5"
Cl -2.600702 -1.399522 -0.513069 0.182 -0.341 -0.407
H 2.765042 -0.423663 0.104511 1.526 0.204 -0.185
C 1.787105 -0.119127 0.344793 -1.527 -0.582 -1.479
H 1.424114 -0.406432 1.291900 -0.446 0.194 1.160
H 1.143893 0.279231 -1.777571 -0.438 -0.122 1.581
P -1.481567 0.118930 0.179423 1.974 0.822 -0.493
C 0.992447 0.132957 -0.668095 -2.224 0.141 -0.192
Cl -2.558559 1.713669 -0.606828 0.640 -0.433 0.160
O -1.471774 0.103960 1.644938 0.313 0.116 -0.145

Record 18
10
Properties=species:S:1:pos:R:3:forces:R:3 method="wB97M-V/def2-TZVPD" largest_force_ha_per_bohr=0.1216 e_above_lowest_kj_mol=44.3 orbital_gap_ev=9.7
C 1.483011 -0.302848 -0.574350 1.768 -3.853 4.593
H 0.528427 0.307734 1.426983 1.391 1.558 1.469
Cl -2.101820 -1.081486 -0.861723 -0.138 -0.066 -0.052
H 2.295632 -1.150792 -0.358512 -1.265 1.189 -0.535
H 0.117395 -1.209272 0.972487 0.077 -1.001 -0.248
C 0.439452 -0.272164 0.572388 -2.266 0.682 -2.969
O 1.565922 0.395823 -1.489016 0.068 2.030 -2.714
P -1.120668 0.547824 -0.143928 -0.280 -2.975 3.336
Cl -2.196370 0.814671 1.732989 0.710 -0.118 -1.273
S -1.010979 1.950509 -1.277321 -0.063 2.555 -1.607

Record 19
11
Properties=species:S:1:pos:R:3:forces:R:3 method="wB97M-V/def2-TZVPD" largest_force_ha_per_bohr=0.0535 e_above_lowest_kj_mol=46.4 orbital_gap_ev=11.3
C -1.328746 -0.922778 1.020303 -1.665 -2.066 0.401
H -1.649849 -1.160054 2.073160 0.687 1.569 -0.798
O -0.614483 1.567039 -0.609619 0.869 0.221 -0.774
Si -1.823723 0.680202 0.112317 1.667 0.747 2.056
O 1.286762 1.140091 0.490975 -0.251 -0.849 1.660
Cl -2.946788 0.562966 -1.469628 -1.588 -0.588 -1.070
Cl -2.346126 -2.327565 0.333990 -0.143 0.268 -0.437
H -0.369874 -1.393711 0.877968 0.695 0.866 -0.058
Cl -2.384470 2.082752 1.499124 -0.493 -0.427 0.079
H 1.391289 2.132884 -1.082084 -1.240 0.892 -1.058
C 0.686140 1.663634 -0.394952 1.463 -0.631 -0.002

Record 20
8
Properties=species:S:1:pos:R:3:forces:R:3 method="wB97M-V/def2-TZVPD" largest_force_ha_per_bohr=0.0759 e_above_lowest_kj_mol=81.0 orbital_gap_ev=11.9
C -0.367543 -0.260620 0.881248 1.614 2.186 1.055
C 1.062901 -0.029807 0.345448 -0.235 -0.133 1.572
Cl -1.575802 0.080251 -0.278453 -0.871 0.264 -0.683
F 1.221439 -1.042176 -0.568635 0.511 0.971 -0.376
H -0.599241 0.098965 1.886944 0.198 1.479 -0.393
H -0.370819 -1.221687 1.182426 -0.135 -3.900 -0.028
F 1.188987 1.226139 -0.188737 0.112 -1.058 -0.246
H 1.892720 -0.154658 1.120497 -1.194 0.192 -0.900

Quick rundown of E_tot, same order as above: -77186.13267 -78121.35375 -85549.25845 -85043.51976 -85043.36767 -82998.99693 -82997.14285 -80033.76260 -67234.58094 -29884.88256 -39435.04082 -30703.86688 -30704.60061 -39489.70401 -39490.68203 -39142.87050 -38502.62144 -49339.69894 -51666.01040 -20079.54945 eV